No. 1
20
Properties=species:S:1:pos:R:3 method="wB97M-V/def2-TZVPD" molar_mass_g_mol=112.18 spin_multiplicity=1 e_lumo_ev=0.8
C -1.91777 -0.21680 -0.90521
C -0.71129 -0.06043 0.06112
C 0.39072 1.21160 -0.37494
C 1.43474 0.49020 0.41454
C 2.64091 -0.12852 -0.08576
C 0.10494 -1.34095 0.29296
H -2.49167 0.71224 -0.75947
H -1.50326 -0.29110 -1.90808
H -2.42334 -1.21958 -0.86174
H -1.55514 1.39403 1.19045
H -2.62091 -0.26336 1.14480
H 0.64350 1.37088 -1.60907
H 0.17564 2.27950 -0.10237
H 1.58067 0.31749 1.47412
H 3.37855 -0.10729 0.74363
H 3.24525 0.28052 -0.85674
H 0.09565 -1.87972 1.25659
H -0.52744 -2.04893 -0.23012
N -1.31517 0.31950 1.33024
N 1.37543 -0.81928 -0.21494

No. 2
20
Properties=species:S:1:pos:R:3 method="wB97M-V/def2-TZVPD" molar_mass_g_mol=112.18 smiles=C[C@@]12CNC[C@]1(C)N2 spin_multiplicity=1 e_lumo_ev=1.0
C -1.29495 1.52125 0.84316
C -0.85533 -0.05437 0.42244
C -0.84191 0.13961 -1.15530
C 1.42094 0.53576 0.17595
C 0.56372 -0.72287 0.67959
C 0.77059 -1.86966 -0.28634
H -2.35520 1.56212 0.94665
H -0.88138 2.12934 0.01653
H -0.97745 1.91292 1.76649
H -1.50942 0.93485 -1.64889
H -0.74093 -0.76252 -1.61310
H 1.03650 1.49007 -1.75251
H 1.51166 1.37654 0.94395
H 2.45193 0.40349 0.11887
H -0.30757 -2.15842 -0.81932
H 1.26305 -2.60425 0.39091
H 1.69740 -1.60061 -1.03409
H -0.96272 -1.84025 1.48232
N 0.62853 0.57700 -1.06010
N -0.61745 -0.96996 1.58279

No. 3
20
Properties=species:S:1:pos:R:3 method="wB97M-V/def2-TZVPD" molar_mass_g_mol=112.18 smiles=Cc1c[nH]cn1.CC spin_multiplicity=1 e_lumo_ev=0.9
C 2.11336 -0.99318 -2.47984
C -1.04271 0.26256 -1.42039
C 0.95569 -0.16726 -2.19444
C 0.89856 1.15332 -1.83767
N -0.25745 -0.71968 -1.74575
N -0.34703 1.47538 -1.40576
H -2.06307 0.25120 -1.06921
H -0.63768 2.41745 -1.23596
H 1.54972 2.00993 -2.05068
H 3.06059 -0.45728 -2.60390
H 1.92765 -1.64562 -3.34067
H 2.29615 -1.70859 -1.68387
C -0.41308 -0.07969 2.59618
C -1.76039 -0.42659 3.19024
H 0.42620 -0.19946 3.29246
H -0.06701 -0.71080 1.76947
H -0.29781 0.94068 2.21869
H -1.77311 -1.46557 3.51812
H -1.95439 0.29565 3.98036
H -2.61418 -0.23246 2.50264

No. 4
20
Properties=species:S:1:pos:R:3 method="wB97M-V/def2-TZVPD" molar_mass_g_mol=112.18 spin_multiplicity=1 e_lumo_ev="1.1 / 1.0"
C -0.74723 -1.48240 0.36252
C -1.73436 -0.53496 -0.25854
C 0.68450 -1.15963 -0.11218
C -1.57642 0.90879 0.30404
C 0.91184 0.33593 -0.10629
C 3.18861 0.96357 0.05368
N -2.66861 1.81876 0.00845
N 1.82767 1.17853 -0.10531
H -0.86703 -1.48961 1.51718
H -1.01255 -2.52676 0.06726
H -1.32253 -0.46863 -1.33230
H -2.76785 -0.91904 -0.19986
H 1.26822 -1.52555 0.73799
H 0.94003 -1.41563 -1.21154
H -2.41948 2.66032 0.45139
H -1.22253 0.86353 1.38128
H 3.21229 0.14893 0.87572
H 3.57450 0.56961 -0.94448
H 3.69260 1.82697 0.32989
H -2.84840 1.79689 -0.96959

No. 5
20
Properties=species:S:1:pos:R:3 method="wB97M-V/def2-TZVPD" molar_mass_g_mol=112.18 smiles=Cc1c[nH]cn1.CC spin_multiplicity=1 e_lumo_ev=0.9
C -0.36369 2.08417 0.45397
C 2.77624 0.41606 -0.22898
C 0.85792 1.21776 0.58978
C 1.62844 0.85829 1.66302
N 1.58304 0.95299 -0.54042
N 2.82135 0.38741 1.16246
H 3.67834 0.09537 -0.83414
H 3.62662 0.07776 1.62477
H 1.44378 0.75209 2.71505
H 0.05801 3.23416 0.65573
H -1.07143 2.09630 1.29409
H -0.94563 1.84666 -0.46042
C -2.33414 -1.89526 -0.33490
C -1.73386 -1.57964 -1.66687
H -1.76190 -1.72079 0.59273
H -3.31769 -1.49525 -0.28172
H -2.37088 -2.93842 -0.22394
H -1.21522 -0.58535 -1.69507
H -2.41906 -1.47198 -2.49124
H -0.94025 -2.33232 -1.99390

No. 6
20
Properties=species:S:1:pos:R:3 method="wB97M-V/def2-TZVPD" molar_mass_g_mol=112.18 spin_multiplicity=1 e_lumo_ev=1.0
C 1.36555 -1.35341 0.79921
C 0.30032 -0.51164 0.36360
C 0.47099 1.00423 0.26370
C -0.96345 1.51712 0.02831
C -1.36285 0.42756 -0.95324
C 0.09831 -0.31857 -1.08586
H 2.20617 -0.94246 1.80604
H 2.05797 -1.20595 -0.22494
H 0.81633 -2.36215 0.97995
H -0.89128 -1.41994 1.89989
H -1.55766 -0.27684 0.79137
H 1.27963 1.62506 0.90829
H -0.96757 2.59288 -0.16639
H -1.51861 1.39245 0.87532
H -2.23090 -0.21681 -1.00970
H -1.30620 0.95974 -1.97520
H 0.24607 -0.98415 -1.92581
H 1.88412 0.47277 -1.15638
N -0.92673 -1.25356 0.92371
N 0.99978 0.85368 -1.14188

No. 7
20
Properties=species:S:1:pos:R:3 method="wB97M-V/def2-TZVPD" molar_mass_g_mol=112.18 spin_multiplicity=1 e_lumo_ev=-0.3
C 1.10363 1.26752 -0.50777
N 1.74481 -1.55320 -0.24344
C 0.68701 -1.00419 0.59734
C 0.57810 0.51142 0.68620
H 1.50291 -1.39085 -1.22130
H 1.75462 -2.56611 -0.14574
H 0.75378 -1.43288 1.60091
H 0.94290 0.91669 1.63159
H 0.90960 2.33999 -0.42354
H 0.64307 0.87977 -1.42545
H 2.18259 1.10250 -0.60258
C -0.75050 -1.30205 0.04551
C -1.12041 0.65894 0.83055
C -1.89059 1.45454 0.06847
N -0.91857 -1.48538 -1.24506
H -0.91106 -0.61912 -1.78292
H -1.35541 -1.87696 0.76596
H -1.39487 0.55927 1.88068
H -2.74462 1.97544 0.48770
H -1.71699 1.56465 -0.99711

No. 8
20
Properties=species:S:1:pos:R:3 method="wB97M-V/def2-TZVPD" molar_mass_g_mol=112.18 smiles="C/N=C(/C)N=C(C)C" spin_multiplicity=1 e_lumo_ev=0.9
C -0.91613 -1.16364 1.65713
C -0.17445 2.46413 1.07424
C 1.90031 -0.92837 -1.51477
C -0.88399 -0.54582 -1.42258
C -0.11130 0.97142 0.93703
C 0.74694 -0.21447 -0.89770
N 0.87156 0.49349 0.12782
N -1.07057 0.24075 1.38312
H -0.84517 -1.30531 2.73941
H -0.04855 -1.62983 1.17932
H -1.81526 -1.67867 1.31526
H -1.00795 2.72715 1.73139
H 0.74932 2.84381 1.48927
H -0.33775 2.96087 0.11454
H 2.74965 -1.01441 -0.84064
H 1.56768 -1.92297 -1.81178
H -0.84492 -0.28588 -2.47461
H -1.75080 -0.01301 -1.05877
H -0.99780 -1.61896 -1.31568
H 2.21919 -0.38027 -2.41199

No. 9
20
Properties=species:S:1:pos:R:3 method="wB97M-V/def2-TZVPD" molar_mass_g_mol=112.18 spin_multiplicity=1 e_lumo_ev=0.6
C 0.42862 2.34688 -0.75175
C 0.83032 1.18424 0.11923
C 0.48951 -0.17184 -0.59747
C -0.83511 -1.99580 -0.28412
C -1.42506 -0.60332 0.23789
C -0.11701 0.10788 0.70222
H 1.03266 2.41994 -1.92148
H 0.61497 3.38593 -0.16290
H -0.86252 2.14705 -0.88295
H 1.69645 1.20094 0.70277
H -0.05446 0.13324 -1.38336
H 1.15184 -2.14014 -1.34007
H -1.23810 -2.42407 -1.27003
H -1.07203 -2.91907 0.40879
H -1.90370 0.08468 -0.50060
H -2.08706 -0.85342 0.97863
H 1.86200 -0.53604 1.64978
H 0.30267 0.64708 2.86642
N 0.70858 -1.66794 -0.45539
N 0.47740 -0.34619 1.88440

No. 10
20
Properties=species:S:1:pos:R:3 method="wB97M-V/def2-TZVPD" molar_mass_g_mol=112.18 spin_multiplicity=1 e_lumo_ev="0.6 / 0.6"
C 0.38314 0.48418 -1.22506
C 1.48309 0.80945 0.55945
C -0.60013 -0.57197 -1.69086
C 0.19116 0.19208 0.84081
N -0.06884 1.77014 -1.56569
C 0.18039 -1.24647 1.19356
C -0.76560 -1.82999 1.92292
N -0.73511 1.10133 1.14306
H 1.34758 0.28498 -1.69875
H 0.62775 2.49133 -1.43431
H -0.91427 2.00633 -1.05661
H -1.34768 0.79848 1.90401
H 1.65551 1.76558 1.04170
H 2.35132 0.36003 0.08386
H 1.01721 -1.83047 0.82412
H -0.68957 -0.51129 -2.77647
H -0.27800 -1.57653 -1.43170
H -1.58261 -0.38571 -1.25810
H -1.59319 -1.26760 2.34147
H -0.66215 -2.84388 2.28261

No. 11
21
Properties=species:S:1:pos:R:3 method="wB97M-V/def2-TZVPD" molar_mass_g_mol=128.17 spin_multiplicity=1 e_lumo_ev=-0.8
C -1.50764 -0.34616 -0.80322
C -0.23726 0.41944 -0.35316
C 0.35956 0.01681 0.95188
C 0.90229 -1.34578 0.79234
C 1.43857 -1.16280 -0.62451
C 1.27385 0.38745 -0.81157
H -2.48225 0.46471 1.27137
H -2.99910 -2.07713 0.97413
H -1.94170 0.34146 -1.67995
H -1.35524 -1.36716 -1.34535
H -1.61011 2.03336 -0.60488
H -0.56826 2.27456 1.40908
H 0.13914 0.47004 1.83506
H 0.09520 -2.18610 0.48653
H 1.63436 -1.60873 1.47144
H 0.73947 -1.53758 -1.41489
H 2.48280 -1.38566 -0.98583
H 1.86571 0.88701 -1.68978
N -2.56833 -0.66615 0.25091
N -0.61943 1.87842 -0.05873
O 1.61727 0.92395 0.50215

Calculated energy above the lowest of the compared OMol25 structures with the same formula, charge and spin, 185.6, 175.4, 11.8, 116.8, 29.2, 128.7, 99.0, 39.8, 223.9, 103.4, 293.9 kcal/mol (same order as the records).
Calculated E, -9388.802, -9389.245, -9396.338, -9391.786, -9395.583, -9391.269, -9392.555, -9395.126, -9387.140, -9392.367, -11431.925 eV (same order as the records).